One molecule with the formula C6H12O, computed with ωB97M-V/def2-TZVPD.

Its relative energy (zero: lowest compared OMol25 entry of this formula, charge and spin) is 135.5 kJ/mol. Its structure (SMILES) is C=C(C)CCOC. The calculation puts the HOMO energy at -9.0 eV. For the LUMO energy, the calculation gives 1.07 eV. Its spin multiplicity is 1.

Atoms and positions in Å:
C1 2.407 -0.432 -1.269
O1 1.287 -0.434 -0.440
C2 -0.128 0.140 2.076
C3 -0.945 0.231 1.034
C4 -1.733 1.474 0.724
C5 0.053 -0.579 -1.093
C6 -0.983 -0.866 -0.008
H1 2.511 -1.383 -1.817
H2 3.262 -0.300 -0.604
H3 2.387 0.387 -2.004
H4 0.477 -0.748 2.239
H5 0.028 0.961 2.774
H6 -1.548 2.255 1.466
H7 -2.811 1.275 0.689
H8 -1.455 1.871 -0.262
H9 0.104 -1.404 -1.822
H10 -0.205 0.341 -1.650
H11 -0.740 -1.834 0.447
H12 -1.969 -0.956 -0.480

Atomic partial charges in e from the Löwdin method, atoms 1 to 4: -0.119, -0.203, 0.041, -0.378

---

C8H20F4LiN2O12S4 as an isolated structure, computed with ωB97M-V/def2-TZVPD.

Its relative energy (zero: lowest compared OMol25 entry of this formula, charge and spin) is 1503.1 kJ/mol. The calculation puts the HOMO energy at -5.8 eV. For the LUMO energy, the calculation gives 1.95 eV. As for the total charge: -1. Its spin multiplicity is 1.

Atoms and positions in Å:
Li1 -0.715 0.127 -0.257
N1 -0.579 1.518 -0.682
S1 -1.708 2.363 0.034
O1 -3.054 1.804 0.062
O2 -1.536 3.765 0.279
F1 -1.207 1.810 1.483
S2 -1.370 1.876 -2.162
O3 -1.171 3.220 -2.548
O4 -2.583 1.136 -2.536
F2 -0.194 1.181 -3.072
N2 1.488 2.636 0.227
S3 1.657 1.197 1.039
O5 0.429 0.438 0.897
O6 2.461 1.004 2.247
F3 2.485 0.497 -0.132
S4 1.182 3.288 1.576
O7 2.284 3.958 2.284
O8 0.038 2.857 2.433
F4 0.638 4.617 0.847
C1 -1.384 -0.925 -3.056
O9 -1.439 -0.650 -1.677
C2 -2.187 -1.560 -0.913
C3 -2.732 -0.973 0.390
O10 -1.561 -0.534 1.105
C4 -1.863 -0.266 2.531
H1 -2.202 -0.471 -3.616
H2 -1.455 -1.987 -3.291
H3 -0.438 -0.607 -3.494
H4 -1.608 -2.478 -0.813
H5 -3.127 -1.852 -1.380
H6 -3.231 -1.762 0.952
H7 -3.344 -0.087 0.220
H8 -2.170 -1.206 2.990
H9 -2.701 0.426 2.614
H10 -0.984 0.081 3.075
C5 4.042 -1.155 1.658
O11 2.680 -1.212 1.453
C6 2.153 -2.258 0.679
C7 0.674 -1.989 0.331
O12 0.437 -0.772 -0.490
C8 1.186 -0.886 -1.753
H11 4.462 -1.114 0.653
H12 4.541 -1.944 2.221
H13 4.312 -0.180 2.065
H14 2.288 -3.241 1.132
H15 2.669 -2.481 -0.255
H16 0.181 -1.847 1.292
H17 0.286 -2.815 -0.266
H18 0.668 -0.230 -2.452
H19 1.115 -1.853 -2.251
H20 2.188 -0.465 -1.673

Atomic partial charges in e from the Löwdin method, atoms 1 to 4: 0.360, -0.278, 0.546, -0.271

---

A 16-piece molecular cluster, C36H109N5O21 overall, computed with ωB97M-V/def2-TZVPD.

The calculation puts the HOMO energy (alpha / beta) at 0.1 / -7.5 eV. For the LUMO energy (alpha / beta), the calculation gives 1.79 / 1.75 eV. As for the total charge: -1. Its spin multiplicity is 2.

Atoms and positions in Å:
C1 -2.458 -4.740 -0.586
C2 -1.788 -4.070 -1.789
O1 -2.225 -4.713 -2.904
O2 -3.815 -4.341 -0.666
H1 -2.142 -4.318 0.368
H2 -2.338 -5.813 -0.739
H3 -0.713 -4.073 -1.610
H4 -2.094 -3.024 -1.777
H5 -3.126 -4.945 -2.666
H6 -3.979 -3.421 -0.444
C3 3.189 3.773 -0.315
C4 4.396 3.333 -1.152
O3 3.888 2.425 -2.144
O4 2.670 2.713 0.461
H7 2.415 4.031 -1.037
H8 3.418 4.664 0.270
H9 5.149 2.796 -0.575
H10 4.875 4.205 -1.596
H11 4.049 1.527 -1.845
H12 2.170 2.114 -0.099
C5 -5.315 -1.058 -0.546
C6 -4.611 -0.981 -1.952
O5 -3.410 -0.227 -1.760
O6 -4.670 -1.866 0.423
H13 -6.341 -1.419 -0.617
H14 -5.400 -0.030 -0.195
H15 -5.198 -0.561 -2.769
H16 -4.283 -1.978 -2.245
H17 -2.881 -0.606 -1.055
H18 -4.861 -1.435 1.259
C7 2.589 -4.380 -3.887
C8 2.754 -4.083 -2.356
O7 3.801 -3.174 -1.991
O8 3.630 -5.055 -4.520
H19 2.371 -3.413 -4.340
H20 1.624 -4.861 -4.048
H21 2.880 -4.995 -1.773
H22 1.829 -3.649 -1.977
H23 4.575 -3.714 -1.816
H24 4.108 -4.462 -5.105
C9 -2.658 -3.907 4.386
C10 -1.160 -4.136 4.279
O9 -0.868 -5.508 4.391
O10 -3.267 -4.200 5.593
H25 -3.125 -4.400 3.533
H26 -2.661 -2.831 4.210
H27 -0.571 -3.644 5.053
H28 -0.756 -3.847 3.308
H29 -0.031 -5.731 3.978
H30 -3.223 -5.158 5.623
C11 5.806 -0.488 -1.166
O11 4.463 -0.520 -1.611
H31 6.217 0.521 -1.140
H32 6.087 -1.053 -0.277
H33 6.320 -0.949 -2.009
H34 4.327 -1.418 -1.923
C12 -3.151 2.096 -3.996
O12 -3.768 2.357 -2.751
H35 -2.066 2.114 -3.887
H36 -3.349 1.067 -4.297
H37 -3.421 2.742 -4.831
H38 -3.542 1.604 -2.199
C13 1.294 2.906 3.341
O13 1.800 4.108 2.809
H39 0.276 2.767 2.979
H40 1.922 2.184 2.821
H41 1.390 2.722 4.411
H42 2.148 3.817 1.963
C14 2.756 -2.110 2.080
O14 2.179 -2.801 3.153
H43 3.377 -1.348 2.550
H44 3.402 -2.815 1.557
H45 1.984 -1.631 1.478
H46 1.706 -2.258 3.788
C15 -0.290 -0.244 5.059
O15 0.799 -1.100 4.791
H47 -0.579 0.341 4.186
H48 -1.224 -0.789 5.193
H49 -0.096 0.300 5.984
H50 1.442 -1.101 5.504
C16 2.387 -0.365 -4.767
O16 1.201 -0.293 -4.062
H51 2.874 -1.338 -4.826
H52 2.174 -0.111 -5.806
H53 3.135 0.357 -4.440
H54 0.559 -0.753 -4.608
C17 -0.503 1.799 -0.162
C18 0.301 0.546 -0.134
C19 -0.285 -0.822 -0.642
O17 -1.433 -1.236 0.114
C20 -1.130 -1.439 1.505
N1 1.415 0.794 -1.040
H55 -0.098 2.543 0.525
H56 -1.586 1.675 -0.145
H57 -0.334 2.349 -1.088
H58 0.707 0.450 0.873
H59 0.498 -1.576 -0.556
H60 -0.590 -0.734 -1.684
H61 -0.811 -0.516 1.988
H62 -0.409 -2.251 1.599
H63 -2.035 -1.745 2.032
H64 1.163 0.966 -2.003
H65 1.983 -0.042 -1.024
C21 0.747 -5.975 0.776
C22 1.670 -6.610 1.888
C23 3.144 -6.495 1.455
O18 4.032 -6.915 2.462
C24 5.392 -6.640 2.147
N2 1.512 -5.797 3.126
H66 0.689 -4.895 0.912
H67 -0.286 -6.318 0.826
H68 1.118 -6.233 -0.216
H69 1.420 -7.664 2.014
H70 3.282 -5.436 1.236
H71 3.350 -7.088 0.564
H72 6.004 -7.039 2.956
H73 5.512 -5.556 2.143
H74 5.757 -7.084 1.222
H75 1.777 -4.865 2.841
H76 2.353 -6.113 3.588
C25 -3.993 0.673 2.717
C26 -4.263 -0.392 3.653
C27 -4.428 0.080 5.129
O19 -5.560 0.992 5.240
C28 -5.851 1.176 6.645
N3 -5.432 -1.029 3.211
H77 -4.893 1.281 2.637
H78 -3.846 0.287 1.708
H79 -3.102 1.208 3.047
H80 -3.415 -1.075 3.622
H81 -3.596 0.597 5.607
H82 -4.684 -0.779 5.749
H83 -6.308 0.304 7.112
H84 -6.785 1.737 6.684
H85 -5.115 1.569 7.347
H86 -6.182 -0.360 3.107
H87 -5.613 -1.564 4.049
C29 0.863 4.586 -8.178
C30 0.434 4.601 -6.712
C31 1.639 4.570 -5.729
O20 1.162 4.734 -4.380
C32 0.902 3.507 -3.667
N4 -0.278 5.852 -6.592
H88 1.606 3.833 -8.442
H89 1.370 5.526 -8.397
H90 0.030 4.533 -8.879
H91 -0.204 3.740 -6.515
H92 2.367 5.377 -5.813
H93 2.218 3.653 -5.835
H94 0.050 2.932 -4.028
H95 0.641 3.733 -2.633
H96 1.733 2.805 -3.741
H97 -0.527 6.024 -5.628
H98 0.446 6.542 -6.730
C33 -0.542 5.635 -0.893
C34 -0.299 6.619 0.275
C35 -0.857 8.054 0.061
O21 -0.500 8.882 1.145
C36 0.906 9.157 1.256
N5 -0.954 6.073 1.475
H99 -1.562 5.607 -1.277
H100 -0.098 4.703 -0.543
H101 0.019 6.047 -1.732
H102 0.764 6.591 0.516
H103 -1.933 7.885 0.040
H104 -0.432 8.514 -0.831
H105 1.204 9.688 0.352
H106 1.545 8.289 1.418
H107 1.108 9.809 2.106
H108 -0.464 5.208 1.655
H109 -0.566 6.622 2.229

Atomic partial charges in e from the Löwdin method, atoms 1 to 4: -0.214, -0.294, -0.034, -0.087

---

C27H52N3O2P2Ti as an isolated structure, computed with ωB97M-V/def2-TZVPD.

The calculation puts the HOMO energy (alpha / beta) at -13.7 / -13.7 eV. For the LUMO energy (alpha / beta), the calculation gives -6.98 / -6.93 eV. As for the total charge: +2. Its spin multiplicity is 2.

Atoms and positions in Å:
Ti1 0.466 -0.015 -1.510
P1 0.574 -2.437 -2.010
P2 0.576 2.441 -1.781
N1 0.473 0.083 -3.656
C1 0.537 -2.424 -3.835
H1 1.241 -3.186 -4.200
H2 -0.463 -2.729 -4.175
C2 0.894 -1.101 -4.483
H3 1.968 -1.030 -4.675
H4 0.384 -0.993 -5.457
C3 0.881 1.345 -4.365
H5 0.373 1.337 -5.345
H6 1.952 1.300 -4.567
C4 0.535 2.606 -3.596
H7 -0.463 2.953 -3.903
H8 1.242 3.399 -3.887
C5 2.049 3.395 -1.195
C6 2.336 3.155 0.292
H9 3.233 3.723 0.574
H10 2.526 2.100 0.516
H11 1.506 3.486 0.929
C7 -0.994 3.306 -1.246
C8 -1.081 3.435 0.276
H12 -2.088 3.785 0.533
H13 -0.367 4.169 0.668
H14 -0.930 2.475 0.785
C9 -0.996 -3.354 -1.562
C10 -1.083 -3.656 -0.065
H15 -2.083 -4.054 0.146
H16 -0.961 -2.757 0.552
H17 -0.352 -4.412 0.247
C11 2.047 -3.447 -1.530
C12 2.348 -3.355 -0.030
H18 3.234 -3.965 0.193
H19 1.512 -3.723 0.580
H20 2.563 -2.331 0.291
C13 2.622 -0.008 -1.645
O1 3.791 -0.009 -1.722
C14 -1.272 4.638 -1.954
H21 -0.571 5.420 -1.650
H22 -1.253 4.557 -3.044
H23 -2.281 4.960 -1.672
C15 -1.277 -4.599 -2.413
H24 -2.280 -4.957 -2.156
H25 -1.274 -4.395 -3.487
H26 -0.568 -5.405 -2.210
C16 2.018 -4.910 -1.996
H27 3.025 -5.328 -1.859
H28 1.333 -5.518 -1.392
H29 1.761 -5.014 -3.056
C17 2.027 4.896 -1.519
H30 1.351 5.449 -0.856
H31 3.039 5.291 -1.350
H32 1.766 5.102 -2.563
H33 2.871 2.937 -1.775
H34 2.867 -2.938 -2.070
H35 -1.759 2.576 -1.570
H36 -1.761 -2.592 -1.798
H37 -0.535 0.096 -3.831
H38 -1.201 -0.043 -1.458
C18 -4.540 -0.342 5.229
C19 -3.120 -0.671 5.563
N2 -2.121 -0.124 4.634
C20 -1.607 1.227 4.949
C21 -0.696 1.220 6.169
C22 -2.074 -0.602 3.345
O2 -2.965 -1.259 2.808
C23 -0.765 -0.404 2.630
C24 0.444 -0.549 3.342
C25 1.632 -0.424 2.640
C26 1.617 -0.209 1.274
N3 0.443 -0.138 0.604
C27 -0.740 -0.241 1.256
H39 -4.714 0.727 5.240
H40 -5.184 -0.797 5.971
H41 -4.786 -0.736 4.252
H42 -2.841 -0.291 6.539
H43 -2.978 -1.750 5.562
H44 -1.070 1.633 4.078
H45 -2.474 1.891 5.138
H46 -0.307 2.231 6.340
H47 0.159 0.554 6.009
H48 -1.236 0.893 7.065
H49 0.420 -0.765 4.403
H50 2.596 -0.502 3.131
H51 2.548 -0.112 0.708
H52 -1.667 -0.188 0.653

Atomic partial charges in e from the Löwdin method, atoms 1 to 4: 0.501, 0.990, 0.986, -0.216

---

C3HBrIO2 as an isolated structure, computed with ωB97M-V/def2-TZVPD.

Its relative energy (zero: lowest compared OMol25 entry of this formula, charge and spin) is 161.4 kJ/mol. The calculation puts the HOMO energy at -3.3 eV. For the LUMO energy, the calculation gives 3.02 eV. As for the total charge: -1. Its spin multiplicity is 1.

Atoms and positions in Å:
C1 -1.778 0.186 -0.810
C2 1.404 -0.142 0.361
C3 2.199 -0.147 1.318
O1 2.759 -0.442 2.345
O2 -2.383 0.245 -1.845
Br1 -1.474 -1.540 0.075
I1 0.957 0.866 -1.377
H1 -1.684 0.975 -0.067

Atomic partial charges in e from the Löwdin method, atoms 1 to 4: -0.895, -0.747, -0.588, -0.072

---

A 3-piece molecular cluster, C18H30NO6 overall, computed with ωB97M-V/def2-TZVPD.

Its relative energy (zero: lowest compared OMol25 entry of this formula, charge and spin) is 1079.0 kJ/mol. The calculation puts the HOMO energy at -11.1 eV. For the LUMO energy, the calculation gives -2.90 eV. As for the total charge: +1. Its spin multiplicity is 1.

Atoms and positions in Å:
C1 5.126 1.507 -0.015
C2 3.965 2.015 -1.085
C3 3.055 0.843 -1.787
C4 3.184 -0.777 -1.512
C5 2.223 -1.928 -2.198
C6 0.722 -2.043 -1.523
C7 -0.021 -0.604 -1.263
C8 -0.672 0.205 -2.571
C9 -1.940 1.099 -1.953
C10 -1.858 0.731 -0.342
N1 -1.287 -0.702 -0.387
C11 4.364 -1.265 -0.456
C12 5.328 -0.115 0.280
H1 5.764 2.359 0.497
H2 3.739 3.134 -1.352
H3 2.196 1.173 -2.544
H4 2.187 -1.857 -3.389
H5 2.756 -2.973 -1.979
H6 0.039 -2.744 -2.202
H7 0.888 -2.533 -0.449
H8 0.596 0.196 -0.636
H9 -1.063 -0.518 -3.405
H10 -0.013 1.008 -3.109
H11 -3.022 0.853 -2.341
H12 -1.755 2.265 -2.055
H13 -2.948 0.797 0.103
H14 -1.048 1.477 0.097
H15 -2.040 -1.342 -0.727
H16 -0.951 -0.793 0.610
H17 4.563 -2.394 -0.199
H18 6.176 -0.488 1.022
C13 -2.511 7.197 2.901
O1 -1.285 6.924 2.225
C14 -1.127 5.628 1.856
O2 -1.924 4.724 2.054
O3 0.070 5.511 1.229
C15 0.373 4.191 0.782
H19 -2.530 8.262 3.149
H20 -3.366 6.978 2.254
H21 -2.573 6.626 3.833
H22 -0.367 3.852 0.050
H23 0.426 3.500 1.629
H24 1.352 4.215 0.296
C16 -3.199 -3.608 2.290
O4 -3.090 -5.006 2.031
C17 -2.060 -5.344 1.214
O5 -1.261 -4.571 0.711
O6 -2.075 -6.692 1.055
C18 -1.039 -7.194 0.213
H25 -4.054 -3.452 2.953
H26 -2.301 -3.237 2.794
H27 -3.378 -3.056 1.361
H28 -0.054 -6.967 0.634
H29 -1.132 -6.786 -0.799
H30 -1.147 -8.281 0.156

Atomic partial charges in e from the Löwdin method, atoms 1 to 4: -0.056, -0.062, -0.055, -0.157

---

Number 1: maximum force 0.4 eV/A. Number 2: maximum force 13.4 eV/A. Number 3: maximum force 2.9 eV/A. Number 4: maximum force 6.4 eV/A. Number 5: maximum force 2.3 eV/A. Number 6: maximum force 5.4 eV/A.